## A
{
  "formula": "C41H37Br2N3PSSiTi",
  "method": "ωB97M-V/def2-TZVPD",
  "symbols": ["Ti", "N", "P", "C", "C", "C", "C", "C", "C", "C", "C", "C", "C", "C", "C", "C", "C", "C", "C", "C", "N", "H", "H", "H", "H", "H", "H", "H", "H", "H", "H", "H", "H", "H", "H", "H", "Br", "C", "Br", "H", "H", "S", "C", "N", "C", "C", "C", "C", "H", "H", "H", "H", "H", "C", "C", "C", "C", "C", "C", "Si", "C", "C", "C", "C", "C", "C", "C", "C", "C", "C", "C", "C", "H", "H", "H", "H", "H", "H", "H", "H", "H", "H", "H", "H", "H", "H", "H"],
  "positions_angstrom": [[-1.020, -0.574, 1.142], [-3.966, 0.564, 0.419], [-2.450, 1.247, 0.049], [-2.107, 0.832, -1.671], [-3.078, 0.358, -2.552], [-2.720, 0.003, -3.842], [-1.396, 0.108, -4.254], [-0.425, 0.572, -3.380], [-0.776, 0.929, -2.086], [-2.799, 2.998, 0.193], [-2.785, 3.825, -0.927], [-3.041, 5.181, -0.776], [-3.313, 5.700, 0.481], [-3.332, 4.871, 1.597], [-3.069, 3.520, 1.458], [-4.119, -0.779, 0.671], [-5.396, -1.345, 0.672], [-5.529, -2.696, 0.869], [-4.386, -3.475, 1.055], [-3.169, -2.851, 1.069], [-3.006, -1.510, 0.903], [-4.809, 1.089, 0.236], [-4.111, 0.273, -2.236], [-3.473, -0.354, -4.531], [-1.124, -0.177, -5.261], [0.604, 0.655, -3.702], [-0.018, 1.305, -1.406], [-2.568, 3.418, -1.907], [-3.030, 5.829, -1.642], [-3.512, 6.757, 0.594], [-3.544, 5.282, 2.575], [-3.066, 2.876, 2.331], [-6.258, -0.713, 0.503], [-6.511, -3.151, 0.866], [-4.443, -4.545, 1.188], [-2.266, -3.423, 1.210], [2.039, 1.183, 0.589], [2.019, 3.033, 1.167], [0.403, 3.938, 0.678], [2.859, 3.519, 0.687], [2.112, 3.038, 2.245], [-0.799, 0.761, 3.168], [0.449, 0.162, 4.218], [0.284, 0.387, 5.543], [1.168, 0.028, 6.496], [2.321, -0.617, 6.144], [2.542, -0.874, 4.788], [1.623, -0.487, 3.836], [-0.567, 0.862, 5.823], [0.903, 0.281, 7.513], [3.031, -0.907, 6.903], [3.448, -1.375, 4.471], [1.817, -0.662, 2.787], [-0.610, -4.110, -3.985], [-1.531, -3.404, -3.224], [-1.137, -2.816, -2.033], [0.177, -2.929, -1.570], [1.091, -3.645, -2.352], [0.702, -4.226, -3.551], [0.671, -2.272, 0.104], [2.521, -2.054, 0.212], [3.226, -1.429, -0.823], [4.600, -1.259, -0.750], [5.296, -1.708, 0.363], [4.617, -2.338, 1.397], [3.242, -2.508, 1.322], [0.131, -3.480, 1.452], [0.112, -4.862, 1.241], [-0.330, -5.728, 2.230], [-0.784, -5.233, 3.448], [-0.803, -3.866, 3.675], [-0.346, -3.008, 2.682], [-0.914, -4.570, -4.916], [-2.556, -3.311, -3.561], [-1.875, -2.257, -1.463], [2.117, -3.754, -2.023], [1.422, -4.775, -4.142], [2.696, -1.081, -1.703], [5.130, -0.782, -1.564], [6.369, -1.582, 0.417], [5.166, -2.717, 2.249], [2.727, -3.033, 2.121], [0.444, -5.264, 0.291], [-0.324, -6.795, 2.053], [-1.128, -5.914, 4.214], [-1.180, -3.472, 4.611], [-0.397, -1.935, 2.893]],
  "multiplicity": 2,
  "s2": 0.8570,
  "charge": 2,
  "orbital_gap_ev": [6.98, 7.04]
}

## B
{
  "formula": "C41H37Br2N3PSSiTi",
  "method": "ωB97M-V/def2-TZVPD",
  "symbols": ["Ti", "N", "P", "C", "C", "C", "C", "C", "C", "C", "C", "C", "C", "C", "C", "C", "C", "C", "C", "C", "N", "H", "H", "H", "H", "H", "H", "H", "H", "H", "H", "H", "H", "H", "H", "H", "Br", "C", "Br", "H", "H", "S", "C", "N", "C", "C", "C", "C", "H", "H", "H", "H", "H", "C", "C", "C", "C", "C", "C", "Si", "C", "C", "C", "C", "C", "C", "C", "C", "C", "C", "C", "C", "H", "H", "H", "H", "H", "H", "H", "H", "H", "H", "H", "H", "H", "H", "H"],
  "positions_angstrom": [[0.046, -0.277, 0.032], [-3.065, 0.525, 0.623], [-1.844, 1.478, -0.145], [-2.463, 1.702, -1.831], [-3.685, 2.343, -2.045], [-4.212, 2.425, -3.322], [-3.526, 1.869, -4.393], [-2.314, 1.225, -4.189], [-1.787, 1.143, -2.908], [-1.978, 3.096, 0.627], [-1.779, 4.238, -0.151], [-1.802, 5.490, 0.443], [-2.017, 5.610, 1.809], [-2.205, 4.475, 2.588], [-2.183, 3.219, 2.002], [-3.106, -0.774, 0.123], [-4.302, -1.490, 0.106], [-4.328, -2.753, -0.436], [-3.157, -3.283, -0.969], [-2.019, -2.519, -0.907], [-1.951, -1.283, -0.362], [-3.981, 0.911, 0.811], [-4.225, 2.791, -1.217], [-5.158, 2.925, -3.486], [-3.936, 1.939, -5.392], [-1.777, 0.792, -5.022], [-0.832, 0.647, -2.755], [-1.609, 4.149, -1.216], [-1.662, 6.375, -0.163], [-2.050, 6.590, 2.266], [-2.385, 4.570, 3.651], [-2.343, 2.338, 2.610], [-5.196, -1.035, 0.510], [-5.254, -3.313, -0.454], [-3.117, -4.264, -1.417], [-1.101, -2.929, -1.292], [-0.687, -0.123, 2.713], [1.106, 0.354, 3.258], [1.978, 1.116, 1.730], [1.625, -0.553, 3.545], [1.034, 1.089, 4.050], [1.192, 2.093, -1.407], [1.873, 3.532, -0.769], [2.856, 4.121, -1.499], [3.478, 5.275, -1.177], [3.137, 5.932, -0.031], [2.125, 5.375, 0.766], [1.503, 4.205, 0.407], [3.103, 3.645, -2.357], [4.234, 5.625, -1.864], [3.628, 6.853, 0.240], [1.823, 5.882, 1.674], [0.709, 3.790, 1.010], [-0.700, -6.597, -0.500], [-0.988, -6.003, 0.722], [-0.388, -4.802, 1.063], [0.509, -4.174, 0.193], [0.800, -4.795, -1.026], [0.197, -5.997, -1.370], [1.275, -2.554, 0.702], [2.327, -2.775, 2.222], [1.693, -2.884, 3.468], [2.414, -3.154, 4.621], [3.791, -3.319, 4.549], [4.434, -3.235, 3.323], [3.709, -2.973, 2.170], [2.078, -1.652, -0.730], [3.291, -0.948, -0.645], [3.802, -0.266, -1.736], [3.098, -0.210, -2.928], [1.867, -0.834, -3.034], [1.353, -1.543, -1.949], [-1.164, -7.538, -0.766], [-1.673, -6.481, 1.409], [-0.620, -4.354, 2.024], [1.520, -4.353, -1.706], [0.441, -6.474, -2.311], [0.613, -2.771, 3.534], [1.905, -3.245, 5.572], [4.356, -3.529, 5.447], [5.504, -3.387, 3.262], [4.230, -2.951, 1.220], [3.870, -0.972, 0.270], [4.768, 0.216, -1.656], [3.500, 0.328, -3.776], [1.319, -0.805, -3.967], [0.453, -2.126, -2.091]],
  "multiplicity": 2,
  "s2": 1.0374,
  "charge": 2,
  "orbital_gap_ev": [6.82, 7.03]
}

Energy ordering: A at the bottom, the next structure 34.3 kJ/mol above.

## A
{
  "formula": "C5H9N3O",
  "method": "ωB97M-V/def2-TZVPD",
  "symbols": ["C", "C", "C", "C", "C", "H", "H", "H", "H", "H", "H", "H", "H", "H", "N", "N", "N", "O"],
  "positions_angstrom": [[1.089, -1.730, -2.004], [-0.044, -0.451, -0.280], [0.179, 1.519, 0.179], [-0.548, -0.390, 0.958], [-1.282, -1.486, 1.706], [0.609, -2.169, -3.401], [2.262, -2.130, -1.780], [1.248, -0.248, -2.017], [0.249, -2.436, -0.447], [0.998, 3.164, -0.427], [-0.456, 3.575, 0.843], [-0.981, -2.467, 1.110], [-1.134, -1.620, 2.897], [-2.445, -1.228, 1.606], [0.061, -1.603, -0.954], [0.623, 0.651, -0.804], [0.074, 2.851, -0.034], [-0.253, 0.937, 1.350]],
  "charge": 0,
  "orbital_gap_ev": 7.75
}

## B
{
  "formula": "C5H9N3O",
  "method": "ωB97M-V/def2-TZVPD",
  "symbols": ["H", "N", "C", "C", "N", "C", "N", "O", "H", "H", "H", "H", "H", "H", "C", "C", "H", "H"],
  "positions_angstrom": [[-1.081, -1.030, -2.105], [-1.477, -0.803, -1.190], [-0.731, -0.061, -0.499], [-1.214, 0.426, 0.845], [-1.535, 1.846, 0.854], [0.598, 0.422, -1.049], [1.395, 1.127, -0.212], [0.899, 0.198, -2.203], [-0.463, 0.233, 1.619], [-2.121, -0.125, 1.100], [-2.332, 2.020, 0.252], [-0.760, 2.396, 0.499], [1.219, 1.179, 0.775], [2.308, 1.392, -0.545], [1.839, -2.179, 0.191], [0.811, -2.422, 0.747], [2.735, -1.961, -0.312], [-0.090, -2.657, 1.233]],
  "charge": 0,
  "orbital_gap_ev": 10.08
}

## C
{
  "formula": "C5H9N3O",
  "method": "ωB97M-V/def2-TZVPD",
  "symbols": ["C", "C", "N", "C", "N", "C", "N", "C", "O", "H", "H", "H", "H", "H", "H", "H", "H", "H"],
  "positions_angstrom": [[0.619, 1.265, -1.790], [-0.172, 0.404, -1.151], [-1.113, -0.393, -1.796], [-0.394, 0.492, 0.420], [0.228, 1.606, 1.049], [0.072, -0.871, 0.929], [-0.561, -1.391, 2.085], [1.008, -1.425, 0.197], [1.883, -1.988, -0.360], [0.592, 1.363, -2.864], [1.235, 1.968, -1.261], [-0.976, -0.484, -2.792], [-1.315, -1.263, -1.327], [-1.479, 0.552, 0.557], [-0.135, 1.835, 1.964], [1.235, 1.604, 0.960], [-0.432, -2.381, 2.251], [-0.294, -0.892, 2.928]],
  "charge": 0,
  "orbital_gap_ev": 8.89
}

## D
{
  "formula": "C5H9N3O",
  "method": "ωB97M-V/def2-TZVPD",
  "symbols": ["H", "N", "C", "C", "N", "O", "N", "C", "C", "C", "H", "H", "H", "H", "H", "H", "H", "H"],
  "positions_angstrom": [[0.095, 2.652, 0.969], [0.762, 1.875, 0.836], [0.135, 0.926, 0.184], [-1.287, 1.292, -0.346], [-1.786, 0.487, -1.327], [-1.901, 2.216, 0.151], [0.763, -0.255, -0.212], [2.216, -0.162, -0.369], [0.186, -1.389, 0.490], [-0.967, -1.688, 1.094], [-2.715, 0.669, -1.676], [-1.272, -0.329, -1.630], [2.590, -1.039, -0.908], [2.472, 0.748, -0.929], [2.733, -0.111, 0.596], [0.881, -2.223, 0.383], [-1.754, -0.965, 1.263], [-1.151, -2.705, 1.431]],
  "charge": 0,
  "orbital_gap_ev": 9.59
}

Energy ordering: D at the bottom, the next structure 115.0 kJ/mol above.

## A
{
  "formula": "C5H9N3O",
  "method": "ωB97M-V/def2-TZVPD",
  "symbols": ["C", "C", "C", "C", "C", "H", "H", "H", "H", "H", "H", "H", "H", "H", "N", "N", "N", "O"],
  "positions_angstrom": [[0.083, -0.221, -0.402], [1.618, 0.003, -0.206], [1.236, -0.316, 1.249], [0.238, -1.384, 0.629], [-0.433, 0.796, 0.588], [-0.422, -1.162, -2.084], [-0.239, 0.457, -2.269], [2.170, -0.819, -0.688], [2.018, 0.979, -0.502], [1.934, -0.606, 2.053], [-0.628, -1.736, 1.266], [0.722, -2.279, 0.224], [-1.657, 2.235, 1.137], [-2.330, 0.687, -1.056], [-0.643, -0.278, -1.653], [0.318, 0.770, 1.627], [-1.381, 1.736, 0.284], [-2.604, 1.139, -0.197]],
  "charge": 0,
  "orbital_gap_ev": 9.54
}

## B
{
  "formula": "C5H9N3O",
  "method": "ωB97M-V/def2-TZVPD",
  "symbols": ["C", "C", "C", "C", "N", "N", "C", "N", "O", "H", "H", "H", "H", "H", "H", "H", "H", "H"],
  "positions_angstrom": [[-0.008, 1.762, 1.283], [-0.642, 0.400, -0.801], [0.604, 0.972, 0.130], [-0.614, -0.955, -0.261], [-1.483, -1.916, -0.593], [1.790, -1.284, -0.165], [0.580, -0.988, 0.520], [-1.605, 0.961, -1.424], [1.665, 1.382, -0.387], [-1.220, -2.882, -0.451], [-2.178, -1.650, -1.287], [-1.330, 1.906, -1.712], [2.628, -0.759, 0.098], [1.715, -1.347, -1.176], [0.521, -1.514, 1.476], [0.109, 2.831, 1.094], [-1.068, 1.573, 1.463], [0.538, 1.509, 2.195]],
  "charge": 0,
  "orbital_gap_ev": [6.65, 6.81]
}

Energy ordering: A at the bottom, the next structure 52.5 kJ/mol above.

## A
{
  "formula": "C5H7BrFN",
  "method": "ωB97M-V/def2-TZVPD",
  "symbols": ["C", "C", "C", "F", "H", "H", "H", "H", "H", "N", "C", "C", "Br", "H", "H"],
  "positions_angstrom": [[0.827, 0.070, -1.570], [0.562, 1.097, -0.840], [1.420, 1.739, 0.213], [-0.635, 1.675, -0.994], [1.690, -0.499, -1.424], [0.239, -0.607, -2.244], [1.062, 2.736, 0.470], [1.549, 0.986, 1.060], [2.497, 1.965, -0.147], [-2.492, -0.957, -0.158], [-1.867, -1.473, 0.709], [-1.276, -1.931, 1.744], [0.557, -2.587, 1.072], [-2.591, -0.167, -0.672], [-1.540, -2.046, 2.780]],
  "charge": 0,
  "orbital_gap_ev": 8.71
}

## B
{
  "formula": "C5H7BrFN",
  "method": "ωB97M-V/def2-TZVPD",
  "symbols": ["C", "C", "C", "C", "C", "N", "F", "Br", "H", "H", "H", "H", "H", "H", "H"],
  "positions_angstrom": [[1.550, 2.942, -0.485], [-0.448, -0.070, 1.385], [1.602, 0.486, -0.029], [-1.552, -1.663, -0.571], [-0.747, -1.352, 0.729], [1.844, 1.686, -0.188], [-1.437, 0.808, 1.012], [2.760, -0.899, -0.238], [0.898, 3.078, -1.411], [1.802, 3.712, 0.213], [-2.220, -0.904, -0.812], [-0.868, -1.516, -1.414], [-1.840, -2.692, -0.532], [-1.369, -1.648, 1.573], [0.026, -1.967, 0.770]],
  "charge": 0,
  "orbital_gap_ev": [7.53, 7.53]
}

Energy ordering: A at the bottom, the next structure 309.5 kJ/mol above.